Below is 5 unconnected molecules or ions with the total composition C2H14O4S at a distorted geometry, with properties calculated with ωB97M-V with the def2-TZVPD basis set.

Properties
Relative energy (zero: lowest compared OMol25 entry of this formula, charge and spin)   97.53 kJ/mol
Multiplicity   2
Gap between HOMO and LUMO (alpha / beta)   2.5 / 9.3 eV
Charge   -1

Geometry (Å):
C (-1.42859, 2.20990, -0.81492)
C (-1.16086, 1.32600, 0.36635)
S (-2.67945, 0.01352, 0.63734)
H (-0.68490, 3.08607, -0.89678)
H (-2.42579, 2.60654, -0.56837)
H (-1.45176, 1.64959, -1.76589)
H (-0.21980, 0.79709, 0.38748)
H (-1.29841, 2.00048, 1.25542)
H (-2.33599, -0.48426, 1.94235)
H (2.51150, 1.20461, 2.17413)
H (2.69090, 0.28021, 1.22135)
O (2.16453, 0.31318, 2.10121)
H (0.69670, -1.34009, -2.93975)
H (1.07328, -1.89789, -1.50730)
O (0.98979, -1.01312, -1.99853)
H (3.60855, 0.88350, -1.23613)
H (2.29181, 0.06242, -1.51956)
O (2.95446, 0.30861, -0.80085)
H (-0.36969, -2.69184, -0.19557)
H (0.80966, -2.14458, 0.77864)
O (0.58021, -2.78912, 0.11867)

***

Below is 2 unconnected molecules or ions with the total composition C2H9N2O at a distorted geometry, with properties calculated with ωB97M-V with the def2-TZVPD basis set.

Properties
Relative energy (zero: lowest compared OMol25 entry of this formula, charge and spin)   278.70 kJ/mol
Gap between HOMO and LUMO   9.5 eV
Charge   +1

Geometry (Å):
C (-0.15686, -0.72477, 1.01792)
C (0.41617, -1.10669, 2.16507)
N (1.86196, -1.44711, 2.05710)
N (0.54784, -0.41289, -0.14395)
H (-1.24055, -0.85596, 0.96653)
H (0.04405, -0.84189, 3.13662)
H (2.19073, -1.89914, 2.91075)
H (2.47876, -0.62804, 1.99519)
H (2.04050, -2.01666, 1.23216)
H (0.25415, 0.44737, -0.57931)
H (0.96214, -1.08646, -0.76903)
H (-2.79800, 4.05332, -4.16780)
H (-3.33011, 3.26133, -5.39112)
O (-3.27079, 3.25758, -4.43014)

***

Below is 9 unconnected molecules or ions with the total composition C5H26BF4N10O8 at a distorted geometry, with properties calculated with ωB97M-V with the def2-TZVPD basis set.

Properties
Relative energy (zero: lowest compared OMol25 entry of this formula, charge and spin)   265.99 kJ/mol
Gap between HOMO and LUMO   8.9 eV
Charge   -1

Geometry (Å):
B (0.54751, 0.11141, 0.50458)
F (-0.35197, -0.91362, 0.77415)
F (1.47036, 0.18595, 1.53723)
F (1.08847, -0.18699, -0.67719)
F (-0.15060, 1.29974, 0.47502)
O (3.09147, 0.09448, 3.93442)
H (2.39333, 0.17100, 4.58478)
H (2.63776, 0.11449, 3.09181)
O (2.05773, -2.70770, -0.67803)
H (1.47460, -3.14412, -0.05696)
H (1.98016, -1.77730, -0.46695)
O (-1.76179, -3.22683, 1.08631)
H (-2.33925, -3.60103, 1.75170)
H (-0.88126, -3.48164, 1.36193)
C (3.35055, 2.71442, 0.77098)
O (2.97887, 2.94856, 1.91366)
N (2.83833, 1.87919, -0.03936)
N (4.38073, 3.33269, 0.23667)
H (3.49338, 1.44009, -0.67039)
H (2.07585, 1.32475, 0.32303)
H (4.62122, 4.27689, 0.50263)
H (4.58923, 3.06032, -0.71330)
C (-2.28830, 0.60146, -3.00329)
O (-3.11747, 1.25983, -3.63778)
N (-2.48540, 0.11964, -1.83464)
N (-1.15037, 0.16961, -3.47758)
H (-1.79402, -0.15868, -1.15299)
H (-3.33667, 0.52077, -1.46785)
H (-0.92933, 0.49457, -4.40798)
H (-0.62005, -0.64837, -3.21344)
C (-0.95170, -3.72748, -2.59126)
O (-0.42566, -3.88450, -3.67657)
N (-0.36828, -3.46847, -1.43953)
N (-2.22638, -4.07959, -2.46232)
H (-0.97963, -3.09800, -0.72602)
H (0.58190, -3.15175, -1.56970)
H (-2.69331, -4.50082, -3.25265)
H (-2.57868, -4.12429, -1.51680)
C (-2.62451, -0.77658, 3.63057)
O (-3.49687, -0.83156, 4.45759)
N (-1.36921, -0.90082, 3.80561)
N (-2.97687, -0.76396, 2.38800)
H (-1.05655, -0.68528, 4.74150)
H (-0.88865, -0.42516, 3.05534)
H (-3.96749, -0.76620, 2.19115)
H (-2.22280, -0.92431, 1.73548)
C (0.49857, 4.24363, -0.97701)
O (0.70460, 5.30661, -1.47246)
N (0.28731, 3.98850, 0.28673)
N (0.60979, 3.11790, -1.62671)
H (0.56882, 4.68438, 0.96245)
H (0.09808, 3.02770, 0.53401)
H (0.74565, 3.22980, -2.62125)
H (0.86870, 2.23642, -1.20712)

***

no.,total energy (eV)
1,-21324.8248
2,-7239.4674
3,-48446.6305